No. 1
This record from OMol25 describes 2 unconnected molecules or ions with the total composition C6H8F3NO3 in a non-equilibrium geometry. The level of theory is wB97M-V/def2-TZVPD.

Values from the calculation:
- Strongest force on any atom: 5.12 eV/A
- Kohn-Sham gap: 9.34 eV
- Total charge: 0
- Energy above the lowest of the compared OMol25 structures with the same formula, charge and spin: 83.0 kcal/mol
- Electronic energy: -813.3172 Ha
- LUMO energy: -0.5874 eV

The geometry in XYZ format:
```
21
C6H8F3NO3 | OMol25 | wB97M-V/def2-TZVPD
C -1.40102 0.90976 -1.08095
C -0.74559 -0.29858 -1.70253
C -0.76902 -0.18157 -0.27310
C 1.04729 1.54364 1.25547
C 1.16130 0.37777 0.30440
C -1.43671 -1.21280 0.50678
N 1.62975 -0.93913 0.88986
O 2.44146 -1.54761 0.15623
O 1.28072 -1.23666 2.00513
O 1.70821 0.53800 -0.87347
F -2.69243 -1.36221 -0.08155
F -0.94339 -2.49200 0.45785
F -1.49862 -0.94571 1.79227
H -1.03023 1.85879 -1.02719
H -2.51386 0.90847 -1.06940
H -1.44775 -1.06730 -2.19150
H 0.16156 -0.19557 -2.29865
H 2.03975 1.86557 1.59312
H 0.39224 1.48216 2.15285
H 0.60142 2.31123 0.53744
H 2.01492 -0.31624 -1.05306
```

---

No. 2
This record from OMol25 describes a molecular structure, C36H26MnN6O6P in a non-equilibrium geometry. The level of theory is wB97M-V/def2-TZVPD.

Values from the calculation:
- <S²>: 6.06
- Strongest force on any atom: 2.34 eV/A
- Kohn-Sham gap (spin up / spin down): 6.43 / 6.82 eV
- Total charge: +2
- Energy above the lowest of the compared OMol25 structures with the same formula, charge and spin: 11.0 kcal/mol
- Electronic energy: -3659.2026 Ha
- Spin multiplicity: 5
- LUMO energy (spin up / spin down): -7.7866 / -7.4700 eV

The geometry in XYZ format:
```
76
C36H26MnN6O6P | OMol25 | wB97M-V/def2-TZVPD
Mn -0.52388 -1.03568 0.05978
N 2.47200 -0.77926 0.80682
P 1.20577 -0.03317 1.69285
C 2.19100 0.75329 3.00826
C 2.09438 0.32992 4.32827
C 2.91753 0.89790 5.28647
C 3.82324 1.88454 4.93074
C 3.90500 2.31381 3.61499
C 3.08668 1.75856 2.65094
C 0.69973 1.42704 0.69780
C -0.54587 1.95808 1.05913
C -0.98840 3.13729 0.48608
C -0.20093 3.78106 -0.45635
C 1.01849 3.23796 -0.84055
C 1.47071 2.05729 -0.27790
C 2.25749 -1.98246 0.17523
C 3.30378 -2.75506 -0.33977
C 3.00575 -3.93554 -0.98311
C 1.67818 -4.35195 -1.07882
C 0.70189 -3.54110 -0.54914
N 0.97607 -2.37990 0.06794
H 3.43650 -0.52969 1.01091
H 1.38463 -0.43746 4.60178
H 2.85034 0.56997 6.31139
H 4.46236 2.32629 5.67875
H 4.60408 3.08594 3.33459
H 3.14178 2.10427 1.62937
H -1.12645 1.46292 1.83577
H -1.93570 3.55837 0.78478
H -0.53028 4.71165 -0.89182
H 1.62887 3.74700 -1.57071
H 2.41176 1.62797 -0.59708
H 4.31991 -2.40148 -0.25515
H 3.79516 -4.53249 -1.41056
H 1.41832 -5.26501 -1.58779
H -0.35317 -3.80260 -0.62010
O -7.56817 -0.85893 -0.27025
N -7.16481 -1.03633 0.84907
O -7.82094 -1.11351 1.85043
C -5.70894 -1.19992 1.02338
C -5.30310 -1.89822 2.11728
C -3.92812 -2.15483 2.36779
C -3.46534 -2.87576 3.48063
C -2.11026 -3.08318 3.61079
C -1.23593 -2.57980 2.64734
N -1.63864 -1.88465 1.58618
C -2.97493 -1.66940 1.44833
C -3.40093 -0.89850 0.32059
N -2.41563 -0.41981 -0.47854
C -2.76106 0.31449 -1.52539
C -4.08723 0.60620 -1.83978
C -5.10287 0.12515 -1.04452
C -4.77476 -0.65398 0.08123
H -6.04591 -2.27226 2.80856
H -4.16696 -3.24933 4.21038
H -1.71816 -3.63233 4.45063
H -0.16895 -2.74300 2.74704
H -1.95201 0.68648 -2.13942
H -4.30949 1.20783 -2.70615
H -6.13478 0.32945 -1.28856
O 1.31436 -1.83157 -2.60425
C 0.96484 -0.67186 -2.46560
O 0.14097 -0.32884 -1.51838
C 1.47790 0.41231 -3.35400
C 2.71501 0.21899 -3.97014
C 3.23661 1.19123 -4.80307
C 2.50617 2.35179 -5.02420
C 1.26424 2.54551 -4.43552
C 0.75167 1.57463 -3.59569
N 3.05650 3.40462 -5.88825
O 4.02607 3.11283 -6.53658
O 2.49166 4.46892 -5.85814
H 3.26148 -0.69308 -3.78252
H 4.19776 1.06062 -5.27565
H 0.71933 3.45530 -4.63492
H -0.22337 1.71447 -3.15390
```

---

No. 3
This record from OMol25 describes a single C5H10N2O2 molecule in a non-equilibrium geometry. The level of theory is wB97M-V/def2-TZVPD.

Values from the calculation:
- Strongest force on any atom: 1.83 eV/A
- Kohn-Sham gap: 9.78 eV
- Total charge: 0
- Energy above the lowest of the compared OMol25 structures with the same formula, charge and spin: 37.5 kcal/mol
- Electronic energy: -456.4944 Ha
- LUMO energy: 0.7586 eV
- SMILES: [H]/N=C1\NC[C@@](C)(OC)O1

The geometry in XYZ format:
```
19
C5H10N2O2 | OMol25 | wB97M-V/def2-TZVPD
C -1.06937 2.29850 -0.41917
C 0.15775 0.25780 -0.14824
C 1.21854 0.91521 0.70975
C 0.76847 -0.88068 -1.00665
C -0.73042 -1.73533 0.66958
H -1.77846 2.72244 -1.14228
H -0.26346 3.04153 -0.20801
H -1.64437 2.07044 0.51404
H 1.83505 0.13363 1.22561
H 0.85131 1.57949 1.53172
H 1.87032 1.56308 0.10137
H 0.40603 -0.94254 -2.09753
H 1.86785 -0.83879 -1.06555
H 0.30292 -2.96928 -0.73480
H -1.30039 -3.45662 1.24579
N 0.24713 -2.05113 -0.29242
N -1.45886 -2.45147 1.41381
O -0.48043 1.13282 -1.04604
O -0.79960 -0.38911 0.74903
```

---

No. 4
This record from OMol25 describes a single C11H8O molecule in a non-equilibrium geometry. The level of theory is wB97M-V/def2-TZVPD.

Values from the calculation:
- Strongest force on any atom: 3.60 eV/A
- Kohn-Sham gap: 8.48 eV
- Total charge: 0
- Energy above the lowest of the compared OMol25 structures with the same formula, charge and spin: 9.8 kcal/mol
- Electronic energy: -499.1856 Ha
- LUMO energy: -0.2350 eV
- SMILES: O=Cc1cccc2ccccc12

The geometry in XYZ format:
```
20
C11H8O | OMol25 | wB97M-V/def2-TZVPD
C -2.43219 -1.35967 -0.02512
C -1.45218 -0.24892 -0.05591
C -2.09885 0.99118 0.03423
C -1.34737 2.14281 0.01605
C 0.02213 2.01061 -0.06941
C 0.70722 0.78111 -0.19825
C 2.15922 0.70442 -0.09663
C 2.74898 -0.47297 -0.00631
C 1.97911 -1.68732 -0.00059
C 0.61234 -1.66390 -0.04650
C -0.08922 -0.41107 -0.10929
H -1.94485 -2.35076 0.07223
H -3.17467 1.02976 0.27303
H -1.78392 3.08653 0.26729
H 0.60099 2.97899 -0.11105
H 2.72744 1.65142 -0.17742
H 3.87874 -0.55737 0.07533
H 2.45948 -2.71664 0.19336
H 0.06471 -2.63519 0.11240
O -3.63711 -1.27301 -0.14746
```

---

No. 5
This record from OMol25 describes a single C3H5N5O2 molecule in a non-equilibrium geometry. The level of theory is wB97M-V/def2-TZVPD.

Values from the calculation:
- Strongest force on any atom: 4.27 eV/A
- Kohn-Sham gap: 8.76 eV
- Total charge: 0
- Energy above the lowest of the compared OMol25 structures with the same formula, charge and spin: 172.2 kcal/mol
- Electronic energy: -541.2847 Ha
- LUMO energy: -0.4255 eV
- SMILES: NN=C=C1N[C@@]1(N)[N+](=O)[O-]

The geometry in XYZ format:
```
15
C3H5N5O2 | OMol25 | wB97M-V/def2-TZVPD
C -0.46696 -0.36829 0.09774
C -1.58912 -0.00570 -0.40832
C 0.72510 -0.26474 0.93613
N 0.21390 -1.58928 0.72048
N -2.44704 0.00782 -1.31112
N 0.84869 0.23303 2.28036
N -2.04613 0.08139 -2.58254
N 1.82424 0.39912 0.22269
O 1.29235 1.22863 -0.53885
O 2.90283 0.40101 0.75929
H 0.60440 -2.27550 0.08856
H 1.75966 0.25736 2.79234
H 0.09116 0.84706 2.60018
H -1.10355 0.24478 -2.66976
H -2.60953 0.80331 -2.98716
```

---

No. 6
This record from OMol25 describes a single C5H5NO molecule in a non-equilibrium geometry. The level of theory is wB97M-V/def2-TZVPD.

Values from the calculation:
- Strongest force on any atom: 1.11 eV/A
- Kohn-Sham gap: 10.19 eV
- Total charge: 0
- Energy above the lowest of the compared OMol25 structures with the same formula, charge and spin: 27.7 kcal/mol
- Electronic energy: -323.4755 Ha
- LUMO energy: 0.7982 eV
- SMILES: N#C[C@H]1C=COC1

The geometry in XYZ format:
```
12
C5H5NO | OMol25 | wB97M-V/def2-TZVPD
O 0.23556 -0.66539 1.44443
C -1.04649 -0.58447 0.99796
C -1.21148 0.12967 -0.11321
C 0.96566 0.30923 0.68735
C 0.17259 0.49798 -0.61842
C 0.61514 -0.43269 -1.67557
N 0.97295 -1.18227 -2.48079
H -1.77139 -1.13652 1.58321
H -2.13547 0.33784 -0.62923
H 1.98621 -0.04796 0.56254
H 0.96181 1.25534 1.24234
H 0.25491 1.51926 -1.00060
```